{
  "formula": "C95H208B6F24N11O4",
  "method": "wB97M-V/def2-TZVPD",
  "charge": 5,
  "orbital_gap_ev": 7.9,
  "multiplicity": 1,
  "total_energy_ev": -195738.15186,
  "species": ["C", "C", "C", "C", "C", "C", "N", "O", "C", "C", "C", "H", "H", "H", "H", "H", "H", "H", "H", "H", "H", "H", "H", "H", "H", "H", "H", "H", "H", "C", "C", "C", "C", "C", "C", "N", "O", "C", "C", "C", "H", "H", "H", "H", "H", "H", "H", "H", "H", "H", "H", "H", "H", "H", "H", "H", "H", "H", "C", "C", "C", "C", "C", "C", "N", "O", "C", "C", "C", "H", "H", "H", "H", "H", "H", "H", "H", "H", "H", "H", "H", "H", "H", "H", "H", "H", "H", "C", "C", "C", "N", "C", "C", "C", "C", "C", "C", "H", "H", "H", "H", "H", "H", "H", "H", "H", "H", "H", "H", "H", "H", "H", "H", "H", "H", "H", "H", "C", "C", "C", "N", "C", "C", "C", "C", "C", "C", "H", "H", "H", "H", "H", "H", "H", "H", "H", "H", "H", "H", "H", "H", "H", "H", "H", "H", "H", "H", "C", "C", "C", "N", "C", "C", "C", "C", "C", "C", "H", "H", "H", "H", "H", "H", "H", "H", "H", "H", "H", "H", "H", "H", "H", "H", "H", "H", "H", "H", "C", "C", "C", "N", "C", "C", "C", "C", "C", "C", "H", "H", "H", "H", "H", "H", "H", "H", "H", "H", "H", "H", "H", "H", "H", "H", "H", "H", "H", "H", "C", "C", "C", "N", "C", "C", "C", "C", "C", "C", "H", "H", "H", "H", "H", "H", "H", "H", "H", "H", "H", "H", "H", "H", "H", "H", "H", "H", "H", "H", "C", "C", "C", "N", "C", "C", "C", "C", "C", "C", "H", "H", "H", "H", "H", "H", "H", "H", "H", "H", "H", "H", "H", "H", "H", "H", "H", "H", "H", "H", "C", "C", "C", "N", "C", "C", "C", "C", "C", "C", "H", "H", "H", "H", "H", "H", "H", "H", "H", "H", "H", "H", "H", "H", "H", "H", "H", "H", "H", "H", "C", "N", "C", "C", "C", "C", "O", "H", "H", "H", "H", "H", "H", "H", "H", "H", "H", "H", "H", "H", "H", "B", "F", "F", "F", "F", "B", "F", "F", "F", "F", "B", "F", "F", "F", "F", "B", "F", "F", "F", "F", "B", "F", "F", "F", "F", "B", "F", "F", "F", "F"],
  "xyz": [[-3.46967, 3.15990, 3.20119], [-3.56662, 4.51322, 3.90349], [-2.11959, 5.07774, 4.16428], [-2.05679, 6.58058, 4.26660], [-2.71968, 7.23305, 3.04709], [-4.27297, 7.02674, 2.99466], [-4.48039, 5.51519, 3.04080], [-5.21137, 4.94962, 2.28806], [-4.89674, 7.54156, 1.70804], [-4.98741, 7.55414, 4.23466], [-4.37014, 4.40790, 5.17863], [-4.40277, 2.68369, 3.35634], [-2.65253, 2.66773, 3.75801], [-3.18677, 3.14640, 2.16112], [-1.44775, 4.79843, 3.37846], [-1.85772, 4.53249, 4.99936], [-1.02334, 6.95263, 4.25295], [-2.46182, 6.92788, 5.20178], [-2.19381, 6.99255, 2.13085], [-2.71286, 8.31256, 3.09748], [-4.34869, 7.11678, 0.90540], [-4.93897, 8.60815, 1.69549], [-5.93010, 7.15339, 1.70477], [-5.18661, 8.58979, 4.02790], [-4.34055, 7.48803, 5.06909], [-5.89056, 7.04637, 4.50330], [-4.07197, 3.53499, 5.83640], [-5.47502, 4.28838, 5.08311], [-4.11627, 5.29530, 5.81053], [5.34114, 3.37464, 7.01976], [6.03805, 3.28185, 5.69070], [6.10075, 1.72825, 5.26590], [6.61480, 1.52956, 3.82668], [5.71378, 2.20981, 2.84516], [5.45980, 3.72933, 3.13603], [5.31321, 3.96064, 4.63568], [4.36970, 4.84238, 4.96066], [4.24543, 4.30482, 2.44230], [6.65904, 4.52771, 2.71658], [7.34129, 4.03175, 5.72622], [4.34151, 2.99643, 7.04285], [5.28037, 4.39603, 7.40799], [5.96274, 2.83095, 7.78457], [5.12039, 1.25321, 5.30874], [6.74685, 1.20502, 5.94950], [6.59140, 0.43636, 3.67134], [7.64710, 1.82712, 3.66548], [4.67425, 1.81613, 2.76007], [6.00649, 2.12724, 1.78377], [3.27905, 3.94042, 2.80602], [4.28144, 3.93492, 1.39267], [4.18414, 5.36465, 2.51976], [6.81894, 5.47398, 3.23944], [6.62253, 4.79763, 1.66581], [7.54909, 3.87391, 2.86149], [7.24785, 5.12596, 5.79330], [8.09015, 3.77282, 4.92875], [7.86754, 3.78236, 6.66730], [-2.86395, -0.47041, -1.09410], [-1.31564, -0.25952, -0.89103], [-0.80458, 0.65929, -2.05823], [0.57962, 1.23593, -1.67499], [0.51238, 2.00445, -0.28813], [0.10761, 0.98825, 0.86923], [-1.08882, 0.19557, 0.51492], [-1.98466, -0.02600, 1.19367], [-0.22050, 1.78572, 2.04106], [1.23887, 0.01879, 1.19518], [-0.68816, -1.65003, -1.15881], [-3.16782, -1.36493, -0.55616], [-3.00806, -0.71075, -2.13047], [-3.54270, 0.37200, -0.84616], [-1.50697, 1.47553, -2.02694], [-0.81844, 0.01035, -2.94093], [0.88375, 1.90541, -2.51435], [1.41021, 0.51181, -1.76857], [-0.20078, 2.87436, -0.23098], [1.54052, 2.39842, -0.22600], [-0.42592, 1.07381, 2.82759], [-1.04946, 2.53501, 1.90104], [0.51406, 2.46664, 2.47232], [2.07435, 0.63318, 1.56624], [1.63058, -0.61118, 0.41397], [0.94152, -0.54479, 2.05924], [0.38638, -1.62215, -1.39918], [-1.09110, -1.98617, -2.16738], [-0.83316, -2.43619, -0.43812], [5.03960, -2.73038, 2.47193], [5.81691, -3.54482, 3.47199], [7.18015, -4.00109, 2.91666], [7.93114, -5.01002, 3.74966], [8.96674, -5.65591, 2.85875], [9.92500, -6.52964, 3.62630], [10.58088, -5.65186, 4.67090], [9.58631, -5.20960, 5.69145], [8.57288, -4.33023, 4.99172], [7.08492, -6.15388, 4.17672], [4.11640, -2.30824, 2.89228], [4.81597, -3.51129, 1.76569], [5.64335, -1.90492, 2.05231], [5.18869, -4.38851, 3.76574], [5.90635, -2.83726, 4.31444], [7.87182, -3.15034, 2.78098], [6.89080, -4.46563, 1.91521], [9.60784, -4.87910, 2.46580], [8.48178, -6.05812, 1.98179], [10.65717, -7.03091, 2.96213], [9.53465, -7.44403, 4.11428], [11.19298, -4.85647, 4.22012], [11.29795, -6.30385, 5.22360], [9.94576, -4.54619, 6.45584], [9.09340, -5.97814, 6.27601], [9.11273, -3.45347, 4.64181], [7.74910, -4.04262, 5.64171], [6.32011, -5.66429, 4.74222], [7.60406, -6.95042, 4.77326], [6.66435, -6.58517, 3.28251], [-2.08672, -7.81580, 2.49714], [-3.08179, -6.74903, 2.94350], [-3.01968, -5.47118, 2.09348], [-3.89655, -4.28462, 2.57896], [-3.89783, -3.36452, 1.39931], [-4.70448, -3.81949, 0.23543], [-6.12308, -4.28236, 0.73288], [-6.04080, -5.37294, 1.74383], [-5.28225, -4.76980, 2.95792], [-3.26691, -3.54434, 3.67163], [-2.28884, -8.14716, 1.50544], [-2.02598, -8.75822, 3.04469], [-1.09218, -7.42066, 2.62426], [-2.93044, -6.50691, 3.96716], [-4.14938, -7.07313, 2.89963], [-3.42516, -5.72616, 1.07775], [-1.97825, -5.18447, 2.00782], [-2.85853, -3.21495, 1.20103], [-4.25028, -2.43937, 1.83047], [-4.26446, -4.60846, -0.38373], [-4.83337, -3.03664, -0.49265], [-6.65060, -4.72824, -0.11342], [-6.76485, -3.45931, 1.12998], [-5.52788, -6.26578, 1.34849], [-7.00759, -5.74874, 2.12626], [-5.19389, -5.41261, 3.81819], [-5.82855, -3.89063, 3.32834], [-2.37522, -3.08598, 3.28314], [-3.00106, -4.18395, 4.51710], [-3.97932, -2.79343, 3.92588], [-5.81965, 0.48339, 1.33371], [-6.04205, 1.28480, 0.03259], [-7.09360, 2.27766, 0.22738], [-7.77446, 2.88461, -1.01143], [-8.42265, 1.83732, -1.88549], [-9.50260, 1.04423, -1.23698], [-10.57711, 1.97679, -0.66680], [-9.96357, 3.12085, 0.17067], [-8.82564, 3.83198, -0.55073], [-6.71614, 3.59193, -1.79976], [-6.67899, -0.12025, 1.62276], [-5.59682, 1.12889, 2.18887], [-4.94675, -0.12110, 1.21854], [-6.20155, 0.59658, -0.76091], [-5.10285, 1.83815, -0.00157], [-6.64191, 3.10231, 0.81794], [-7.87409, 1.71866, 0.77182], [-7.59592, 1.25472, -2.32300], [-8.82573, 2.35686, -2.71803], [-9.18865, 0.37931, -0.40925], [-9.88199, 0.44568, -2.07913], [-11.38601, 1.41201, -0.16940], [-10.95961, 2.53443, -1.54735], [-9.74735, 2.79417, 1.17347], [-10.73635, 3.89338, 0.27075], [-8.32996, 4.43241, 0.21322], [-9.11678, 4.43406, -1.40720], [-7.17953, 4.09875, -2.59746], [-6.08698, 2.79557, -2.26257], [-6.06204, 4.30065, -1.26497], [-0.69731, -6.32215, -1.82260], [-1.97455, -5.51094, -2.15222], [-2.35555, -5.62324, -3.56534], [-3.72808, -4.99313, -3.99565], [-3.68840, -5.09770, -5.48678], [-4.95683, -4.73286, -6.13356], [-6.15489, -5.50925, -5.53948], [-6.25144, -5.30555, -4.00789], [-4.90163, -5.69308, -3.38637], [-3.72261, -3.48492, -3.64385], [-0.82738, -7.37558, -1.86447], [-0.41340, -6.10120, -0.76940], [0.18385, -6.00633, -2.41335], [-1.83894, -4.45117, -1.95693], [-2.78761, -5.78958, -1.51065], [-2.50700, -6.67882, -3.80863], [-1.63560, -5.13510, -4.18951], [-3.46020, -6.11338, -5.71946], [-2.81081, -4.52978, -5.82389], [-4.86508, -4.92940, -7.21824], [-5.19084, -3.65870, -5.96884], [-5.99940, -6.57511, -5.68810], [-7.06900, -5.20098, -6.01331], [-7.10777, -5.83392, -3.57304], [-6.42973, -4.26019, -3.75036], [-4.80638, -6.79787, -3.64332], [-4.92182, -5.55457, -2.33415], [-4.71852, -3.13343, -3.83211], [-3.00519, -2.97835, -4.31583], [-3.58410, -3.38481, -2.57200], [-4.90183, 0.60659, -7.75727], [-3.60247, 0.75721, -6.98849], [-2.58799, 1.51770, -7.76502], [-1.12213, 1.26985, -7.36578], [-0.76142, -0.14410, -7.71585], [0.72805, -0.40463, -7.74044], [1.52770, 0.57860, -8.58687], [1.17092, 1.96599, -8.08149], [-0.30525, 2.12696, -8.25708], [-0.95869, 1.49566, -5.88081], [-5.44791, 1.51356, -7.93915], [-5.53412, 0.01272, -7.14776], [-4.75538, 0.17260, -8.73752], [-3.27628, -0.22488, -6.68072], [-3.79298, 1.27671, -6.06365], [-2.77155, 2.57599, -7.68671], [-2.59259, 1.33290, -8.83588], [-1.14049, -0.34017, -8.72859], [-1.21632, -0.93525, -7.05085], [0.80254, -1.48354, -8.04061], [1.08753, -0.29434, -6.72506], [1.33006, 0.57189, -9.68557], [2.61306, 0.43704, -8.47797], [1.72072, 2.72922, -8.69005], [1.55601, 2.31832, -7.09668], [-0.76110, 1.98168, -9.26410], [-0.50024, 3.15613, -7.92126], [-1.70253, 0.94262, -5.33532], [-1.09769, 2.55821, -5.64412], [0.07579, 1.17638, -5.57361], [1.79494, 7.19835, 2.39545], [1.33595, 7.34653, 0.93029], [2.36005, 6.64879, 0.10546], [2.17247, 6.66707, -1.39210], [3.46586, 6.08859, -2.00551], [3.42418, 5.95649, -3.49020], [2.25100, 5.08550, -3.91188], [0.99472, 5.54660, -3.21588], [1.07424, 5.72153, -1.77690], [1.93860, 8.03897, -1.95358], [1.29706, 7.91088, 3.03442], [2.90164, 7.30386, 2.48616], [1.46981, 6.22748, 2.75115], [1.29312, 8.41574, 0.66198], [0.32601, 6.86650, 0.83430], [2.45271, 5.57797, 0.31450], [3.30332, 7.12092, 0.21560], [3.48124, 5.06829, -1.59897], [4.28143, 6.69072, -1.65332], [4.39596, 5.53200, -3.71031], [3.45505, 6.96097, -3.98847], [2.42274, 4.10126, -3.42302], [2.04822, 4.79714, -4.94560], [0.15608, 4.85060, -3.40497], [0.69012, 6.43245, -3.68696], [1.30516, 4.70900, -1.32436], [0.13871, 6.07726, -1.34868], [0.92399, 8.32003, -1.91894], [2.22515, 8.05767, -2.96290], [2.53522, 8.66729, -1.36606], [7.05314, -4.05146, -7.84883], [5.76957, -4.12481, -7.00276], [5.76110, -3.13398, -5.85150], [4.56435, -2.96453, -4.98191], [4.18883, -4.29863, -4.52208], [2.98815, -4.26749, -3.48034], [3.36561, -3.32830, -2.33663], [3.76133, -1.96647, -2.79491], [4.89610, -2.00396, -3.83787], [3.42056, -2.33224, -5.71821], [7.89202, -4.10051, -7.16708], [7.02747, -3.10108, -8.43136], [7.13087, -4.94751, -8.51876], [5.76517, -5.18551, -6.71749], [4.88997, -3.93733, -7.57794], [5.91049, -2.12209, -6.27046], [6.59828, -3.24602, -5.19736], [5.11639, -4.69517, -4.07885], [3.99761, -4.91168, -5.39199], [2.82519, -5.27309, -3.08766], [2.07540, -3.97252, -4.07941], [4.20236, -3.84940, -1.83225], [2.53817, -3.14446, -1.63771], [4.14542, -1.35189, -1.96493], [2.89400, -1.33730, -3.16041], [5.89155, -2.23361, -3.45217], [5.07300, -1.05227, -4.34515], [3.93510, -1.54215, -6.20438], [2.59512, -2.04464, -5.10196], [3.08041, -3.08561, -6.37841], [0.66389, -2.33311, 9.33548], [1.28721, -1.40481, 8.23656], [0.55778, -0.17080, 8.15851], [2.72887, -1.11688, 8.56983], [1.08758, -2.12958, 6.93086], [1.26908, -1.33563, 5.62843], [2.48863, -0.61342, 5.74187], [0.92894, -3.37063, 9.10877], [-0.38786, -2.02659, 9.38822], [1.15852, -2.13754, 10.29166], [0.74124, 0.37683, 9.10154], [-0.49663, -0.35647, 8.03965], [0.95184, 0.44235, 7.34519], [2.66444, -0.85313, 9.60713], [3.03822, -0.32964, 7.87922], [3.24210, -2.05746, 8.28000], [0.09146, -2.63207, 6.96990], [1.74917, -2.96553, 6.91222], [0.43115, -0.65526, 5.45566], [1.33717, -2.11400, 4.88410], [2.57259, 0.09226, 5.10544], [4.30510, 1.89126, -1.30981], [5.53409, 2.43358, -1.19982], [3.37417, 2.89380, -1.02701], [4.11506, 1.44635, -2.58881], [4.09117, 0.79234, -0.37339], [-5.73576, -0.24106, -3.75414], [-5.91149, -1.24197, -2.79480], [-6.98877, -0.02748, -4.27083], [-5.27550, 0.96785, -3.08995], [-4.72376, -0.63245, -4.63860], [0.49669, -3.72101, 1.82807], [0.98690, -3.48136, 3.11064], [0.39546, -5.08714, 1.60512], [-0.83186, -3.28068, 1.68399], [1.26015, -3.06566, 0.87527], [0.11273, -2.25662, -4.73392], [0.09943, -3.13030, -3.63386], [0.54207, -2.88767, -5.89189], [-1.31803, -1.88975, -5.00818], [0.87004, -1.11691, -4.45894], [-2.55957, 4.12601, -0.35833], [-3.74690, 4.81675, -0.08519], [-2.75479, 2.79751, 0.05067], [-2.10049, 4.22122, -1.63042], [-1.52736, 4.68610, 0.49265], [1.65983, 2.60727, 5.17457], [0.49024, 1.85788, 5.32936], [1.42918, 3.73409, 4.45867], [2.18673, 2.85619, 6.39341], [2.59016, 1.84892, 4.45735]],
  "lowdin_charge": [-0.002, -0.373, -0.095, -0.149, -0.078, -0.419, 0.041, 0.184, 0.009, 0.021, -0.023, 0.061, 0.114, 0.064, 0.112, 0.105, 0.122, 0.103, 0.120, 0.134, 0.075, 0.102, 0.106, 0.108, 0.064, 0.100, 0.125, 0.111, 0.100, -0.014, -0.462, -0.057, -0.168, -0.108, -0.426, 0.090, 0.189, -0.017, -0.009, -0.003, 0.067, 0.107, 0.126, 0.116, 0.122, 0.118, 0.111, 0.129, 0.142, 0.086, 0.114, 0.064, 0.108, 0.109, 0.096, 0.117, 0.104, 0.117, 0.011, -0.357, -0.084, -0.127, -0.045, -0.424, 0.008, 0.229, -0.034, 0.034, 0.003, 0.062, 0.083, 0.088, 0.112, 0.108, 0.115, 0.108, 0.108, 0.103, 0.090, 0.090, 0.103, 0.108, 0.081, 0.085, 0.088, 0.094, 0.068, -0.091, -0.260, -0.114, -0.260, -0.129, -0.171, -0.190, -0.174, -0.082, 0.019, 0.086, 0.074, 0.090, 0.108, 0.113, 0.146, 0.159, 0.136, 0.134, 0.144, 0.126, 0.137, 0.142, 0.127, 0.126, 0.138, 0.134, 0.086, 0.129, 0.119, -0.065, -0.215, -0.087, -0.245, -0.137, -0.139, -0.167, -0.160, -0.087, 0.021, 0.067, 0.088, 0.074, 0.096, 0.111, 0.128, 0.113, 0.102, 0.126, 0.081, 0.102, 0.115, 0.135, 0.119, 0.142, 0.126, 0.141, 0.094, 0.123, 0.101, -0.059, -0.227, -0.128, -0.244, -0.113, -0.161, -0.160, -0.161, -0.111, 0.036, 0.081, 0.066, 0.040, 0.100, 0.102, 0.142, 0.126, 0.115, 0.139, 0.124, 0.141, 0.131, 0.128, 0.106, 0.130, 0.132, 0.147, 0.094, 0.107, 0.116, -0.041, -0.236, -0.111, -0.214, -0.154, -0.154, -0.150, -0.148, -0.107, 0.058, 0.066, 0.078, 0.080, 0.092, 0.083, 0.143, 0.125, 0.132, 0.144, 0.141, 0.129, 0.118, 0.116, 0.130, 0.106, 0.165, 0.096, 0.065, 0.105, 0.084, -0.059, -0.242, -0.121, -0.249, -0.117, -0.175, -0.174, -0.186, -0.140, 0.044, 0.082, 0.063, 0.084, 0.100, 0.108, 0.140, 0.129, 0.150, 0.137, 0.144, 0.089, 0.138, 0.116, 0.140, 0.128, 0.159, 0.141, 0.089, 0.116, 0.112, -0.076, -0.207, -0.154, -0.235, -0.092, -0.156, -0.152, -0.199, -0.131, 0.056, 0.071, 0.087, 0.067, 0.123, 0.119, 0.136, 0.123, 0.123, 0.140, 0.131, 0.132, 0.117, 0.120, 0.136, 0.105, 0.151, 0.135, 0.109, 0.080, 0.102, -0.078, -0.235, -0.150, -0.287, -0.105, -0.115, -0.185, -0.162, -0.068, 0.043, 0.073, 0.093, 0.102, 0.117, 0.102, 0.146, 0.127, 0.148, 0.125, 0.116, 0.105, 0.127, 0.112, 0.118, 0.123, 0.138, 0.138, 0.107, 0.063, 0.103, 0.057, -0.366, -0.022, 0.042, -0.107, -0.192, -0.067, 0.112, 0.111, 0.105, 0.136, 0.115, 0.093, 0.100, 0.098, 0.126, 0.151, 0.121, 0.120, 0.101, 0.051, -1.354, 0.167, 0.085, 0.142, 0.037, -1.283, 0.096, 0.148, 0.041, 0.118, -1.327, 0.115, 0.121, 0.069, 0.128, -1.241, 0.107, 0.135, 0.001, 0.115, -1.305, 0.113, 0.102, 0.174, 0.042, -1.435, 0.115, 0.161, 0.173, 0.101]
}